No. 1
{
  "formula": "C31H56BBrClFIrN6O3S2Si",
  "method": "the ωB97M-V functional and the def2-TZVPD basis",
  "symbols": ["Ir", "C", "N", "C", "C", "N", "B", "N", "C", "C", "N", "C", "C", "S", "C", "S", "H", "H", "H", "H", "H", "H", "H", "H", "H", "H", "H", "H", "Cl", "C", "C", "C", "C", "Si", "Br", "C", "C", "C", "C", "C", "C", "C", "C", "H", "H", "H", "H", "H", "H", "H", "H", "H", "H", "H", "H", "H", "H", "H", "H", "H", "H", "H", "H", "H", "H", "H", "H", "H", "H", "H", "F", "C", "C", "C", "C", "N", "N", "H", "H", "H", "H", "H", "H", "H", "H", "H", "H", "H", "H", "O", "C", "C", "C", "C", "C", "C", "C", "O", "O", "H", "H", "H", "H", "H"],
  "coordinates": [[-0.870, -3.058, -0.566], [3.140, -2.628, -0.579], [2.766, -3.015, 0.767], [3.544, -2.700, 1.836], [3.035, -3.352, 2.886], [1.967, -4.058, 2.486], [1.086, -5.068, 3.293], [-0.379, -4.489, 3.328], [-1.353, -5.044, 2.513], [-2.544, -4.230, 2.722], [-2.241, -3.233, 3.498], [-3.090, -2.097, 3.830], [-0.923, -3.380, 3.880], [-0.021, -2.277, 4.782], [1.753, -3.839, 1.180], [0.698, -4.723, 0.103], [4.230, -2.514, -0.664], [2.717, -1.683, -0.854], [2.747, -3.381, -1.244], [4.405, -2.061, 1.882], [3.429, -3.395, 3.902], [1.104, -6.069, 2.710], [1.503, -5.294, 4.387], [-1.246, -5.888, 1.889], [-3.481, -4.365, 2.297], [-3.303, -2.224, 4.965], [-4.054, -2.227, 3.253], [-2.495, -1.186, 3.746], [-0.334, -1.336, 1.424], [2.810, 1.988, 2.535], [3.036, 2.348, 1.085], [4.273, 3.296, 1.105], [3.438, 1.006, 0.423], [1.397, 3.127, 0.334], [0.250, 1.393, -0.601], [0.238, 3.862, 1.636], [0.949, 5.095, 2.321], [-1.028, 4.379, 0.869], [-0.270, 2.869, 2.760], [1.705, 4.329, -1.206], [2.621, 3.525, -2.106], [2.412, 5.623, -0.757], [0.407, 4.695, -1.908], [3.672, 1.466, 2.997], [2.009, 1.170, 2.718], [2.589, 2.749, 3.242], [5.056, 2.641, 1.528], [4.031, 4.055, 1.797], [4.504, 3.686, 0.167], [4.377, 0.660, 1.020], [3.653, 1.166, -0.641], [2.611, 0.320, 0.436], [0.972, 5.965, 1.682], [1.899, 4.861, 2.768], [0.279, 5.412, 3.136], [-0.958, 5.455, 0.376], [-1.810, 4.393, 1.563], [-1.357, 3.754, 0.029], [0.519, 2.506, 3.493], [-0.640, 1.939, 2.314], [-1.089, 3.442, 3.226], [3.592, 3.394, -1.626], [2.790, 4.075, -3.067], [2.139, 2.565, -2.343], [3.169, 5.455, -0.047], [1.726, 6.383, -0.418], [2.896, 6.090, -1.655], [-0.318, 3.843, -2.010], [0.589, 5.083, -2.941], [-0.183, 5.519, -1.412], [-2.428, -4.049, 0.292], [-3.859, 0.910, 0.495], [-4.462, -0.223, -0.275], [-4.800, 0.070, -1.780], [-5.701, -0.624, 0.456], [-3.526, -1.421, -0.173], [-2.264, -1.242, -0.871], [-4.653, 1.596, 0.837], [-3.103, 1.482, -0.135], [-3.254, 0.552, 1.303], [-5.538, 0.826, -1.880], [-5.215, -0.862, -2.136], [-3.932, 0.298, -2.379], [-6.439, 0.209, 0.545], [-5.633, -1.003, 1.476], [-6.191, -1.477, -0.093], [-3.946, -2.319, -0.418], [-1.605, -0.687, -0.334], [-2.293, -0.796, -1.767], [-1.191, -4.569, -5.031], [-0.593, -3.476, -5.383], [-0.737, -3.116, -6.799], [-0.127, -1.986, -7.285], [0.489, -1.046, -6.416], [0.547, -1.297, -5.048], [0.067, -2.524, -4.555], [0.097, -2.855, -3.087], [-0.372, -3.979, -2.720], [0.360, -1.962, -2.254], [-1.060, -4.713, -4.051], [-1.279, -3.852, -7.383], [-0.112, -1.891, -8.376], [0.872, -0.137, -6.907], [1.131, -0.603, -4.344]],
  "lowdin_charge": [1.265, -0.013, -0.096, -0.058, -0.078, 0.002, -0.453, 0.018, -0.008, -0.031, -0.122, -0.019, -0.792, 0.736, -0.661, 0.677, 0.108, 0.067, 0.068, 0.124, 0.138, 0.057, 0.071, 0.098, 0.112, 0.123, 0.108, 0.059, -0.024, -0.145, -0.607, -0.069, -0.130, 0.493, 0.512, -0.594, -0.073, -0.114, -0.085, -0.634, -0.126, -0.083, -0.133, 0.090, 0.112, 0.049, 0.093, 0.059, 0.037, 0.111, 0.073, 0.007, 0.056, 0.057, 0.086, 0.111, 0.043, 0.035, 0.077, 0.046, 0.077, 0.062, 0.100, 0.047, 0.040, 0.065, 0.102, 0.054, 0.092, 0.070, -0.546, -0.054, -0.613, -0.018, -0.078, -0.050, -0.124, 0.092, 0.085, 0.063, 0.071, 0.077, 0.065, 0.100, 0.071, 0.097, 0.097, -0.108, 0.072, 0.088, -0.270, -0.003, -0.099, -0.103, -0.035, -0.080, -0.619, -0.147, -0.125, 0.100, 0.110, 0.105, 0.100, 0.141],
  "lumo_energy_ha": [0.0151, -0.0797],
  "e_above_lowest_kj_mol": 234.8,
  "multiplicity": 6,
  "energy_ha": -6118.197427,
  "charge": 0,
  "s2": 8.786
}

=====

No. 2
{
  "formula": "C5H9NS2",
  "method": "the ωB97M-V functional and the def2-TZVPD basis",
  "symbols": ["C", "C", "C", "C", "C", "H", "H", "H", "H", "H", "H", "H", "H", "H", "N", "S", "S"],
  "coordinates": [[-0.414, 1.735, 2.055], [0.459, -0.478, 0.693], [-0.702, 0.001, -1.458], [0.379, -1.795, 0.854], [-0.105, -2.825, -0.189], [0.065, 2.747, 2.409], [-0.845, 1.941, 0.929], [-1.310, 1.336, 2.684], [0.945, 0.914, -0.873], [-1.379, -0.816, -1.200], [0.613, -2.122, 1.903], [-1.193, -3.021, -0.099], [0.170, -2.617, -1.198], [0.381, -3.763, 0.046], [0.274, 0.245, -0.586], [1.005, 0.554, 2.060], [-0.822, 0.937, -2.825]],
  "lowdin_charge": [-0.424, -0.585, -0.734, -0.154, -0.089, 0.052, 0.083, 0.055, 0.099, 0.070, 0.107, 0.089, 0.060, 0.063, -0.071, 0.823, 0.558],
  "lumo_energy_ha": 0.0172,
  "smiles": "C/C=C(\\NC=S)SC",
  "e_above_lowest_kj_mol": 148.2,
  "energy_ha": -1046.991877,
  "charge": 0
}

=====

No. 3
{
  "formula": "C36H26ClN5O5PdS3",
  "method": "the ωB97M-V functional and the def2-TZVPD basis",
  "symbols": ["Pd", "O", "N", "O", "C", "C", "C", "C", "C", "C", "N", "C", "C", "N", "C", "C", "C", "C", "H", "H", "H", "H", "H", "H", "H", "Cl", "C", "C", "C", "C", "C", "C", "C", "O", "O", "H", "H", "H", "H", "O", "C", "C", "C", "C", "C", "S", "C", "C", "C", "C", "S", "C", "C", "C", "C", "S", "H", "H", "H", "H", "H", "H", "H", "H", "H", "C", "N", "C", "C", "N", "C", "H", "H", "H", "H", "H", "H"],
  "coordinates": [[-0.096, 0.076, -0.234], [-3.223, -0.267, 6.935], [-3.254, -1.006, 5.974], [-3.859, -2.062, 5.932], [-2.469, -0.586, 4.771], [-1.743, 0.539, 4.935], [-0.936, 1.058, 3.875], [-0.222, 2.257, 4.060], [0.516, 2.754, 3.026], [0.529, 2.038, 1.823], [-0.121, 0.901, 1.640], [-0.869, 0.384, 2.652], [-1.640, -0.854, 2.486], [-1.534, -1.499, 1.311], [-2.267, -2.561, 1.084], [-3.158, -3.082, 2.027], [-3.248, -2.475, 3.251], [-2.470, -1.328, 3.527], [-1.776, 1.059, 5.882], [-0.275, 2.764, 5.014], [1.081, 3.670, 3.105], [1.094, 2.398, 0.969], [-2.152, -3.030, 0.111], [-3.757, -3.951, 1.797], [-3.909, -2.868, 4.001], [-6.393, 5.348, -2.999], [-5.028, 4.399, -2.477], [-5.184, 3.036, -2.288], [-4.096, 2.290, -1.866], [-2.864, 2.896, -1.655], [-2.727, 4.263, -1.859], [-3.811, 5.025, -2.262], [-1.672, 2.089, -1.222], [-0.530, 2.488, -1.458], [-1.947, 0.989, -0.614], [-6.145, 2.574, -2.464], [-4.195, 1.227, -1.691], [-1.759, 4.719, -1.707], [-3.719, 6.090, -2.414], [1.601, -0.905, 0.187], [2.852, -0.586, -0.320], [3.094, 0.922, -0.264], [2.495, 1.888, -1.022], [2.895, 3.203, -0.664], [3.782, 3.210, 0.370], [4.143, 1.627, 0.899], [3.084, -1.124, -1.734], [3.238, -2.447, -2.036], [3.431, -2.697, -3.418], [3.435, -1.545, -4.147], [3.220, -0.173, -3.157], [3.853, -1.282, 0.600], [3.588, -1.731, 1.857], [4.732, -2.275, 2.504], [5.841, -2.227, 1.718], [5.505, -1.536, 0.191], [1.760, 1.684, -1.784], [2.534, 4.093, -1.156], [4.252, 4.059, 0.837], [3.232, -3.215, -1.275], [3.578, -3.678, -3.845], [3.572, -1.430, -5.208], [2.603, -1.660, 2.287], [4.725, -2.682, 3.503], [6.836, -2.567, 1.949], [-0.148, -4.004, -3.748], [-0.312, -2.639, -3.300], [-0.765, -1.576, -4.047], [-0.709, -0.486, -3.237], [-0.217, -0.875, -2.020], [0.003, -2.168, -2.083], [-0.352, -4.047, -4.815], [-0.836, -4.669, -3.229], [0.877, -4.329, -3.573], [-1.072, -1.690, -5.069], [-0.954, 0.540, -3.444], [0.435, -2.748, -1.286]],
  "lowdin_charge": [1.032, 0.079, -0.329, 0.075, -0.054, 0.067, -0.124, 0.012, -0.007, -0.062, 0.028, -0.093, -0.124, 0.108, -0.111, -0.031, 0.009, -0.056, 0.131, 0.125, 0.117, 0.094, 0.108, 0.109, 0.100, 0.649, -0.669, -0.102, -0.017, -0.138, -0.014, -0.101, -0.632, -0.007, -0.134, 0.102, 0.115, 0.118, 0.103, -0.285, -0.591, -0.479, -0.213, -0.183, -0.418, 1.061, -0.474, -0.167, -0.195, -0.411, 1.083, -0.526, -0.119, -0.181, -0.416, 1.044, 0.070, 0.107, 0.060, 0.123, 0.097, 0.060, 0.110, 0.097, 0.059, -0.003, -0.109, -0.043, -0.089, -0.042, -0.148, 0.093, 0.093, 0.084, 0.119, 0.114, 0.140],
  "lumo_energy_ha": -0.0443,
  "e_above_lowest_kj_mol": 55.0,
  "energy_ha": -3820.035437,
  "charge": 0
}

=====

No. 4
{
  "formula": "C20H16N3O8Rh",
  "method": "the ωB97M-V functional and the def2-TZVPD basis",
  "symbols": ["Rh", "O", "C", "O", "C", "C", "C", "N", "C", "C", "C", "O", "O", "H", "H", "H", "O", "C", "O", "C", "C", "C", "C", "O", "C", "O", "C", "C", "H", "H", "H", "H", "H", "C", "C", "C", "C", "N", "N", "C", "H", "H", "H", "H", "H", "H", "H", "H"],
  "coordinates": [[0.906, -0.170, -0.115], [-4.380, 2.504, 3.054], [-4.304, 1.275, 2.931], [-5.108, 0.353, 3.118], [-2.954, 0.808, 2.322], [-2.874, -0.394, 1.628], [-1.701, -0.757, 1.007], [-0.615, 0.023, 1.111], [-0.647, 1.170, 1.827], [-1.806, 1.592, 2.427], [0.678, 1.878, 1.853], [0.927, 2.814, 2.559], [1.546, 1.317, 1.032], [-3.756, -1.020, 1.587], [-1.589, -1.659, 0.421], [-1.839, 2.530, 2.966], [0.380, -1.810, -3.804], [0.389, -1.004, -2.909], [0.726, -1.383, -1.671], [0.093, 0.443, -3.130], [0.037, 0.902, -4.437], [-0.206, 2.244, -4.737], [-0.392, 3.101, -3.682], [-0.661, 4.432, -3.706], [-0.735, 4.859, -2.341], [-0.590, 3.693, -1.517], [-0.345, 2.667, -2.363], [-0.116, 1.351, -2.078], [0.193, 0.185, -5.231], [-0.252, 2.597, -5.757], [-1.709, 5.308, -2.154], [0.085, 5.547, -2.132], [-0.185, 1.057, -1.024], [1.967, -5.375, 0.495], [1.945, -3.963, 0.963], [2.351, -3.387, 2.155], [2.109, -2.016, 2.038], [1.591, -1.784, 0.832], [1.481, -2.970, 0.195], [2.335, -0.931, 3.032], [2.452, -6.003, 1.237], [2.513, -5.467, -0.444], [0.955, -5.749, 0.338], [2.774, -3.892, 3.005], [1.173, -2.947, -0.778], [2.950, -1.306, 3.846], [1.387, -0.591, 3.453], [2.823, -0.070, 2.577]],
  "lowdin_charge": [1.261, -0.006, -0.697, -0.016, -0.054, 0.031, -0.064, -0.048, -0.155, 0.094, -0.567, 0.135, -0.164, 0.128, 0.123, 0.145, 0.113, -0.536, -0.219, -0.134, 0.003, 0.045, -0.198, 0.054, -0.089, 0.060, -0.195, 0.037, 0.127, 0.129, 0.145, 0.144, 0.068, -0.002, -0.266, 0.040, -0.284, -0.059, 0.071, -0.001, 0.087, 0.091, 0.091, 0.122, 0.143, 0.090, 0.093, 0.082],
  "lumo_energy_ha": -0.0893,
  "e_above_lowest_kj_mol": 36.5,
  "energy_ha": -1648.445780,
  "charge": 0
}

=====

No. 5
{
  "formula": "C6H9N",
  "method": "the ωB97M-V functional and the def2-TZVPD basis",
  "symbols": ["C", "C", "C", "C", "C", "C", "N", "H", "H", "H", "H", "H", "H", "H", "H", "H"],
  "coordinates": [[2.575, -0.379, -0.018], [1.118, -0.055, 0.079], [0.007, -0.834, -0.137], [-1.151, -0.008, -0.016], [-2.576, -0.429, -0.221], [-0.701, 1.252, 0.286], [0.672, 1.215, 0.338], [3.173, 0.209, 0.687], [2.746, -1.437, 0.203], [2.965, -0.186, -1.024], [0.020, -1.893, -0.370], [-3.264, 0.409, -0.065], [-2.868, -1.231, 0.466], [-2.734, -0.800, -1.241], [-1.246, 2.168, 0.471], [1.265, 1.998, 0.562]],
  "lowdin_charge": [-0.041, -0.334, -0.024, -0.301, -0.067, -0.094, 0.044, 0.073, 0.077, 0.077, 0.109, 0.071, 0.073, 0.074, 0.113, 0.149],
  "lumo_energy_ha": 0.0385,
  "smiles": "Cc1c[nH]c(C)c1",
  "e_above_lowest_kj_mol": 6.1,
  "energy_ha": -288.779733,
  "charge": 0
}

=====

No. 6
{
  "formula": "C3H13NO4",
  "method": "the ωB97M-V functional and the def2-TZVPD basis",
  "symbols": ["C", "O", "C", "C", "O", "N", "H", "H", "H", "H", "H", "H", "H", "H", "H", "H", "H", "O", "H", "H", "O"],
  "coordinates": [[0.886, 0.156, -0.393], [0.585, -0.877, -1.348], [-0.252, 1.199, -0.457], [0.134, 2.388, 0.437], [0.604, 1.960, 1.724], [-0.521, 1.628, -1.807], [0.961, -0.301, 0.596], [1.849, 0.644, -0.604], [1.370, -1.415, -1.493], [-1.121, 0.706, 0.005], [-0.730, 3.029, 0.585], [0.917, 2.960, -0.072], [-0.190, 1.797, 2.254], [0.288, 1.536, -2.395], [-1.337, 1.225, -2.225], [-1.894, -1.952, 0.321], [-0.711, -2.025, -0.681], [-1.408, -2.553, -0.250], [0.473, -3.350, 2.682], [-0.378, -3.232, 1.382], [0.475, -3.524, 1.737]],
  "lowdin_charge": [-0.195, -0.092, -0.387, -0.220, -0.074, 0.062, 0.117, 0.131, 0.105, 0.142, 0.115, 0.123, 0.092, 0.077, 0.074, 0.038, 0.009, -0.061, 0.027, -0.007, -0.074],
  "lumo_energy_ha": 0.0175,
  "smiles": "NC(CO)CO.O.O",
  "e_above_lowest_kj_mol": 158.3,
  "energy_ha": -477.797245,
  "charge": 0
}